[1]
This record from OMol25 describes a molecular structure, C13H20F3N2O7PPbS2. The level of theory is ωB97M-V with the def2-TZVPD basis set.

```
49
Properties=species:S:1:pos:R:3
Pb -1.39606 -0.48056 -0.84186
C -0.68005 1.87991 2.32364
C -1.17581 0.49227 2.51172
N -1.45551 -0.37412 1.55078
C -1.88168 -1.53916 2.14815
C -1.85068 -1.36813 3.50141
N -1.40627 -0.08482 3.70182
C -2.16938 -2.19995 4.69645
O -2.61174 -3.40775 4.47530
O -2.00125 -1.71382 5.79227
C -2.24598 -2.74397 1.32421
O -2.66918 -3.74025 1.92563
O -2.07711 -2.61713 0.07875
H -0.56056 2.08707 1.26037
H 0.28219 2.01975 2.81887
H -1.38271 2.60463 2.73580
H -1.29320 0.30443 4.62731
H -2.66877 -3.60521 3.47489
F -0.84844 3.47227 -5.10593
C -1.81791 2.56657 -5.07884
F -1.67686 1.74110 -6.11057
F -2.99343 3.17024 -5.15493
S -1.70329 1.56280 -3.53431
O -2.69740 0.54068 -3.59910
O -2.07064 2.69644 -2.56298
O -0.33414 1.16268 -3.37200
C 1.77776 2.54682 -0.99570
C 2.31627 1.39607 -0.14884
P 1.54022 -0.21721 -0.54400
C 2.23778 -0.62293 -2.18666
C 1.70543 -1.93862 -2.74881
C 2.40434 -1.37734 0.58514
C 1.92533 -1.28757 2.03249
H 2.22156 3.49129 -0.67982
H 0.69438 2.63390 -0.91185
H 2.01371 2.40918 -2.05104
H 2.14163 1.58635 0.91324
H 3.39806 1.28665 -0.27655
H 3.32912 -0.63914 -2.10560
H 1.96932 0.19861 -2.85291
H 1.93722 -2.78580 -2.10225
H 2.14363 -2.14054 -3.72570
H 0.62291 -1.90150 -2.88322
H 3.47815 -1.17869 0.51425
H 2.24010 -2.38673 0.20194
H 2.05703 -0.28290 2.43941
H 2.48900 -1.97217 2.66572
H 0.87091 -1.55276 2.11370
S -2.12797 2.30907 -0.83979
```

The frontier orbital gap is 8.5 eV. The charge is 0.

---

[2]
This record from OMol25 describes C13H20N2O in the gas phase in a non-equilibrium geometry. The level of theory is ωB97M-V with the def2-TZVPD basis set.

```
36
Properties=species:S:1:pos:R:3
O 0.45527 3.22194 -0.47023
C 2.84389 -0.35665 -0.04274
C 0.13176 2.41775 0.41209
C 2.91064 0.43714 1.03240
C 2.48006 -1.18502 -0.97065
N 0.91697 1.67863 1.24728
N -0.07446 -1.13220 -1.23787
C 2.26955 1.83360 1.29557
C 1.23805 -0.91104 -1.88732
C -1.24081 2.44417 1.15424
C 0.26653 0.83811 2.15521
C -1.18815 -0.52568 -1.94829
C -0.51121 -2.57150 -1.06784
C -1.17012 1.35631 2.26661
C -2.42872 -1.08248 -1.12629
C -2.01076 -2.53363 -0.86861
H 3.55976 -0.10251 1.80968
H 2.81426 -2.20245 -0.98881
H 2.55548 2.32764 2.21745
H 2.67452 2.59881 0.52534
H 1.29308 -1.59663 -2.76932
H 1.31734 0.10794 -2.30648
H -2.06294 2.25405 0.42771
H -1.41129 3.43970 1.62766
H 0.23306 -0.16656 1.69188
H 0.74624 0.66920 3.14341
H -1.25742 -0.75824 -3.00534
H -1.28220 0.60574 -2.00423
H -0.07242 -2.97179 -0.20929
H -0.36670 -3.13771 -1.93676
H -1.21497 1.94790 3.20591
H -1.92975 0.55797 2.13639
H -2.39534 -0.46606 -0.17291
H -3.29062 -1.00030 -1.77615
H -2.46709 -3.15075 -1.60837
H -2.33147 -2.88540 0.04867
```

As for the SMILES: O=C1CCCN1CC=C=CCN1CCCC1. The frontier orbital gap is 6.9 eV. The charge is 0.

---

[3]
This record from OMol25 describes a gas-phase ion, C13H20NO (charge +1) in a non-equilibrium geometry. The level of theory is ωB97M-V with the def2-TZVPD basis set.

```
35
Properties=species:S:1:pos:R:3
C -1.69981 1.19629 0.77976
C -0.48505 1.72587 1.43552
C -0.85157 1.31397 -1.67577
C -2.82660 1.23722 1.45253
C -1.22922 2.54245 -1.88759
C 0.85595 1.44279 0.78847
C 0.29759 0.68904 -2.40567
C 1.30334 -0.03719 -1.41065
C -1.43135 0.52301 -0.51494
C 0.83721 0.13147 -0.01144
C -1.95366 -0.85403 -0.88240
C 2.45710 -1.33895 1.04737
C 0.19124 -1.33681 2.04317
N 1.00695 -1.12551 0.83554
O -0.45207 2.38539 2.43616
H -3.77806 0.86421 1.07036
H -2.69272 1.68396 2.33917
H -1.78694 3.04397 -1.05324
H -0.87235 3.34402 -2.47844
H 1.01824 2.27524 0.14368
H 1.72908 1.63568 1.56216
H -0.03528 -0.29698 -3.02417
H 0.66861 1.44040 -3.19335
H 1.55600 -1.13255 -1.62382
H 2.27521 0.44875 -1.44707
H -1.18070 -1.46965 -1.49593
H -2.85571 -0.61150 -1.45259
H -2.19685 -1.27605 0.08929
H 2.82671 -1.01604 1.99003
H 2.63310 -2.53463 0.91909
H 2.98795 -0.91389 0.18084
H 0.82665 -2.10456 2.42177
H 0.17646 -0.39970 2.56034
H -0.84256 -1.62159 1.86394
H 0.76805 -1.88385 0.23293
```

The frontier orbital gap (spin up / spin down) is 8.2 / 8.2 eV. The charge is +1.

---

- Which formula does entry 1 have?
  C13H20F3N2O7PPbS2

---

- charge of number 2 (C13H20N2O)?
  0